A molecular structure, C12H7AsF6N4O4OsSe. Source: the OMol25 dataset; level of theory: the ωB97M-V functional and the def2-TZVPD basis.

Cartesian coordinates (Å):
1 Os 0.51 -0.27 0.85
2 O 4.32 1.22 1.24
3 C 3.08 1.03 1.02
4 O 2.46 0.01 1.36
5 C 2.32 2.10 0.34
6 C 2.89 3.29 -0.05
7 C 2.09 4.26 -0.65
8 C 0.74 3.97 -0.82
9 C 0.25 2.73 -0.42
10 N 1.01 1.78 0.16
11 C -1.20 2.46 -0.61
12 O -2.03 3.15 -1.05
13 O -1.41 1.16 -0.12
14 H 4.76 0.48 1.71
15 H 3.95 3.47 0.13
16 H 2.50 5.21 -0.96
17 H 0.06 4.68 -1.27
18 F 0.77 -1.90 1.67
19 As 2.08 -3.09 -1.05
20 F 3.32 -2.04 -0.59
21 F 1.09 -1.60 -1.08
22 F 2.28 -3.29 -2.68
23 F 0.58 -3.83 -0.73
24 F 2.87 -4.36 -0.30
25 Se -5.65 0.95 -0.75
26 N -5.14 -0.59 -0.29
27 C -4.03 -1.20 0.06
28 C -4.09 -2.59 0.38
29 C -2.95 -3.22 0.74
30 C -1.71 -2.49 0.83
31 N -1.56 -1.22 0.56
32 C -2.71 -0.54 0.14
33 N -2.68 0.70 -0.22
34 H -5.04 -3.10 0.31
35 H -2.93 -4.27 0.98
36 H -0.83 -3.03 1.15

Calculated values
frontier orbital gap (alpha / beta)	0.2742 / 0.2353	hartree
charge	+3
2S+1	6
expectation value of S²	8.88

=====

8 unconnected molecules or ions with the total composition C24H40O24 in a non-equilibrium geometry. Source: the OMol25 dataset; level of theory: the ωB97M-V functional and the def2-TZVPD basis.

Cartesian coordinates (Å):
1 C 0.38 -0.77 -1.21
2 C -0.93 -0.12 -1.60
3 O -1.69 -0.32 -0.39
4 C -0.90 -0.46 0.66
5 O -1.28 -0.42 1.80
6 O 0.30 -0.78 0.17
7 H 1.31 -0.31 -1.55
8 H 0.42 -1.79 -1.59
9 H -1.45 -0.64 -2.40
10 H -0.93 0.92 -1.95
11 C -3.74 -2.48 -2.54
12 C -2.90 -2.70 -3.76
13 O -3.24 -1.60 -4.61
14 C -3.77 -0.60 -3.81
15 O -4.04 0.57 -4.16
16 O -4.06 -1.14 -2.59
17 H -3.15 -2.58 -1.63
18 H -4.59 -3.15 -2.50
19 H -3.10 -3.66 -4.24
20 H -1.86 -2.57 -3.47
21 C -4.21 -2.40 4.42
22 C -2.90 -2.88 3.78
23 O -1.89 -2.55 4.77
24 C -2.43 -2.08 5.85
25 O -1.75 -1.68 6.80
26 O -3.73 -1.84 5.61
27 H -4.94 -3.21 4.49
28 H -4.69 -1.67 3.77
29 H -2.68 -2.34 2.86
30 H -2.78 -3.96 3.67
31 C -3.87 2.01 4.06
32 C -3.61 2.46 2.64
33 O -3.65 3.84 2.72
34 C -3.61 4.24 4.01
35 O -3.59 5.41 4.36
36 O -3.56 3.19 4.82
37 H -3.21 1.18 4.30
38 H -4.89 1.67 4.26
39 H -4.48 2.24 2.03
40 H -2.68 2.03 2.26
41 C 1.43 -1.69 3.43
42 O 2.70 -1.30 3.33
43 C 3.28 -0.66 4.37
44 O 2.77 -0.38 5.46
45 O 4.53 -0.38 3.97
46 C 5.33 0.58 4.63
47 H 1.12 -2.17 4.36
48 H 1.37 -2.49 2.69
49 H 0.81 -0.83 3.18
50 H 4.92 0.67 5.64
51 H 5.33 1.51 4.05
52 H 6.39 0.38 4.49
53 C 1.35 3.04 -2.40
54 O 0.85 4.19 -1.69
55 C -0.10 4.08 -0.75
56 O -0.71 3.08 -0.29
57 O -0.30 5.38 -0.49
58 C -1.21 5.77 0.54
59 H 1.16 2.03 -2.03
60 H 2.43 3.14 -2.56
61 H 1.01 3.06 -3.44
62 H -1.01 6.83 0.71
63 H -1.01 5.28 1.50
64 H -2.24 5.60 0.25
65 C 2.06 -2.91 -4.28
66 O 1.63 -2.44 -5.47
67 C 0.80 -1.36 -5.44
68 O 0.26 -0.94 -4.41
69 O 0.60 -0.99 -6.73
70 C -0.33 0.00 -7.07
71 H 2.71 -2.17 -3.81
72 H 2.72 -3.78 -4.30
73 H 1.27 -3.22 -3.60
74 H -0.25 0.29 -8.11
75 H -0.29 0.87 -6.42
76 H -1.30 -0.46 -6.85
77 C 6.23 -2.01 -2.48
78 O 5.88 -1.31 -1.24
79 C 4.71 -0.63 -1.12
80 O 3.73 -0.68 -1.85
81 O 4.82 0.19 0.00
82 C 3.66 0.91 0.51
83 H 5.35 -2.46 -2.93
84 H 6.84 -2.91 -2.41
85 H 6.68 -1.27 -3.14
86 H 3.12 0.36 1.27
87 H 3.13 1.45 -0.27
88 H 4.15 1.67 1.12

Calculated values
frontier orbital gap	0.3941	hartree
energy above the lowest of the compared OMol25 structures with the same formula, charge and spin	338.8	kJ/mol
charge	0
SMILES	COC(=O)OC.COC(=O)OC.COC(=O)OC.COC(=O)OC.O=C1OCCO1.O=C1OCCO1.O=C1OCCO1.O=C1OCCO1

=====

C4H7NO in the gas phase. Source: the OMol25 dataset; level of theory: the ωB97M-V functional and the def2-TZVPD basis.

Cartesian coordinates (Å):
1 O 1.86 0.69 0.46
2 C 0.95 0.23 -0.50
3 C 0.31 -1.18 -0.23
4 C -1.00 -0.48 0.11
5 N -0.76 0.62 1.07
6 C -0.48 0.81 -0.36
7 H 1.33 0.77 1.28
8 H 1.41 0.34 -1.48
9 H 0.81 -1.83 0.50
10 H 0.19 -1.71 -1.18
11 H -2.00 -0.89 0.01
12 H -1.65 1.06 1.29
13 H -0.98 1.56 -0.96

Calculated values
frontier orbital gap	0.3845	hartree
energy above the lowest of the compared OMol25 structures with the same formula, charge and spin	260.6	kJ/mol
charge	0
SMILES	O[C@H]1C[C@H]2N[C@@H]12

=====

A molecular structure, C31H48CoN2O2PSb. Source: the OMol25 dataset; level of theory: the ωB97M-V functional and the def2-TZVPD basis.

Cartesian coordinates (Å):
1 Co -2.58 1.33 -0.15
2 N -3.02 -0.61 0.15
3 N -2.04 -1.32 -0.59
4 C -1.53 -0.64 -1.73
5 O -0.93 -1.31 -2.56
6 O -1.71 0.63 -1.73
7 H -2.92 -0.81 1.14
8 H -3.97 -0.85 -0.13
9 H -2.25 -2.30 -0.77
10 C -2.73 4.84 -0.13
11 P -1.73 3.35 -0.41
12 C -0.91 3.65 -2.01
13 C -0.40 3.43 0.82
14 C -0.59 4.02 2.07
15 C 0.38 3.91 3.05
16 C 1.55 3.21 2.79
17 C 1.75 2.62 1.55
18 C 0.78 2.74 0.56
19 H -3.24 4.77 0.82
20 H -3.48 4.91 -0.92
21 H -2.11 5.74 -0.16
22 H -0.31 4.55 -1.99
23 H -1.68 3.73 -2.78
24 H -0.30 2.78 -2.25
25 H -1.52 4.54 2.30
26 H 0.22 4.36 4.02
27 H 2.31 3.12 3.56
28 H 2.66 2.07 1.34
29 H 0.95 2.29 -0.41
30 C 4.26 2.54 -1.63
31 C 3.70 2.26 -3.03
32 C 2.87 3.48 -3.44
33 C 4.87 2.10 -3.98
34 Sb 2.18 0.65 -2.82
35 C 1.54 0.30 -4.92
36 C 2.52 0.75 -5.99
37 C 1.22 -1.17 -5.15
38 C 0.25 1.11 -5.04
39 C 3.33 -1.14 -2.24
40 C 4.58 -1.42 -3.07
41 C 3.73 -0.91 -0.78
42 C 2.40 -2.35 -2.27
43 H 4.78 3.51 -1.63
44 H 4.98 1.79 -1.32
45 H 3.47 2.60 -0.87
46 H 3.51 4.37 -3.48
47 H 2.07 3.69 -2.73
48 H 2.41 3.36 -4.43
49 H 5.53 2.98 -3.90
50 H 4.57 2.02 -5.02
51 H 5.48 1.22 -3.74
52 H 3.47 0.22 -5.94
53 H 2.73 1.82 -5.96
54 H 2.08 0.54 -6.98
55 H 2.12 -1.78 -5.16
56 H 0.74 -1.27 -6.13
57 H 0.53 -1.56 -4.40
58 H 0.42 2.18 -4.89
59 H -0.50 0.79 -4.31
60 H -0.17 0.99 -6.04
61 H 5.34 -0.65 -2.94
62 H 4.35 -1.49 -4.14
63 H 5.02 -2.38 -2.76
64 H 4.40 -0.06 -0.64
65 H 4.24 -1.80 -0.39
66 H 2.85 -0.75 -0.15
67 H 2.22 -2.71 -3.28
68 H 1.42 -2.14 -1.83
69 H 2.86 -3.17 -1.70
70 C -1.48 0.86 5.10
71 C -0.89 0.54 3.85
72 C -1.54 0.87 2.70
73 C -2.80 1.53 2.70
74 C -3.46 1.88 1.48
75 C -4.68 2.50 1.58
76 C -5.27 2.80 2.83
77 C -4.64 2.48 3.99
78 C -3.38 1.84 3.96
79 C -2.68 1.49 5.15
80 H -0.96 0.60 6.01
81 H 0.07 0.04 3.82
82 H -1.06 0.65 1.74
83 H -5.21 2.80 0.68
84 H -6.24 3.29 2.86
85 H -5.09 2.72 4.95
86 H -3.14 1.74 6.10

Calculated values
frontier orbital gap (alpha / beta)	0.2884 / 0.2833	hartree
energy above the lowest of the compared OMol25 structures with the same formula, charge and spin	13.8	kJ/mol
charge	0
2S+1	2
expectation value of S²	0.76

=====

| no. | E_tot (Ha) |
| --- | --- |
| 1 | -6307.4035 |
| 2 | -2744.2057 |
| 3 | -286.5324 |
| 4 | -3434.4038 |